Entry from the OMol25 dataset: C22H12CdF11IN3O6S2 as an isolated structure (wB97M-V/def2-TZVPD).

Atoms and positions in Å:
C 14.98 8.69 13.49
I 13.02 9.58 13.90
C 9.67 12.81 11.09
C 17.25 8.35 14.28
Cd 12.71 7.69 11.34
H 18.83 7.83 12.92
O 8.56 12.59 8.70
N 13.33 9.22 6.09
C 9.45 4.71 10.65
N 14.68 8.54 11.11
C 16.86 8.05 11.98
S 10.63 5.00 12.26
N 8.52 9.86 11.52
C 8.41 10.22 10.21
C 15.47 8.34 12.18
H 10.45 9.67 7.06
H 16.99 9.95 6.59
O 12.15 8.29 9.34
O 10.66 11.32 9.17
F 8.56 13.62 11.11
C 12.54 9.04 7.16
F 8.67 3.73 11.05
F 5.93 6.50 10.38
S 9.31 11.69 9.54
C 13.02 8.81 8.52
H 17.98 10.69 8.77
H 15.58 8.77 15.51
C 7.01 7.86 11.87
O 17.05 10.81 8.46
F 10.21 4.29 9.59
F 8.81 5.78 10.21
C 6.76 7.56 10.56
F 6.74 6.97 12.89
C 15.90 8.64 14.52
H 17.93 8.40 15.09
F 9.76 12.11 12.19
C 11.13 8.83 6.80
C 15.09 9.16 10.01
C 7.85 8.98 12.18
C 16.69 9.70 7.60
C 8.01 9.37 9.24
C 14.63 9.46 6.31
O 10.85 6.54 12.07
F 8.31 9.73 7.98
F 10.71 13.69 11.04
H 15.94 9.84 10.01
C 14.43 9.08 8.72
H 10.71 7.98 7.34
H 17.25 8.78 7.85
H 11.11 8.65 5.71
H 17.17 8.02 10.94
C 15.24 9.36 7.59
F 7.19 7.47 8.23
C 17.77 8.06 13.03
F 7.95 9.21 13.52
O 11.97 4.36 11.98
H 15.19 9.60 5.41
C 7.32 8.17 9.38

As for the HOMO energy (spin up / spin down): -0.111 / -0.111 Eh. The total charge is -1. The calculation puts the electronic energy at -3821.45415 Ha. The orbital gap (spin up / spin down) comes out at 3.70 / 3.70 eV. As for the relative energy (zero: lowest compared OMol25 entry of this formula, charge and spin): 395.7 kJ/mol. The spin multiplicity is 1.